Entry A
C8H17NO3 | ωB97M-V/def2-TZVPD

```
29
Properties=species:S:1:pos:R:3
O -1.742 -0.508 0.725
O -1.671 -3.395 -2.618
O 1.386 2.876 -1.173
N -1.943 -3.243 -1.239
C -1.231 -2.305 -0.768
C 2.050 0.206 2.247
C -1.393 -1.868 0.635
C 0.836 1.928 -0.241
C 2.452 3.190 -0.262
C 1.859 2.279 0.839
C -3.088 -0.261 0.346
C 2.762 1.180 1.306
H 1.380 2.826 1.678
H -3.774 -0.847 0.968
H 1.181 -0.237 1.761
H -0.236 2.113 -0.009
H 3.650 1.613 1.785
H -3.306 0.804 0.527
H -2.153 -2.507 1.112
H 2.720 -0.581 2.608
H -3.265 -0.484 -0.726
H -0.561 -1.727 -1.423
H 3.135 0.632 0.429
H 0.948 0.904 -0.638
H 2.481 4.276 -0.082
H 1.667 0.718 3.117
H -2.544 -3.579 -2.996
H -0.428 -1.979 1.144
H 3.436 2.876 -0.659
```

The net charge is 0. As for the orbital gap: 10.37 eV.

Here are the Löwdin charges for atoms 1 to 5, given in e: atom 1 (O): -0.20, atom 2 (O): -0.08, atom 3 (O): -0.12, atom 4 (N): 0.01, atom 5 (C): -0.15

Entry B
C8H17NO3 | ωB97M-V/def2-TZVPD

```
29
Properties=species:S:1:pos:R:3
O 2.810 -0.414 -0.598
O -0.045 -1.082 -1.332
O 1.878 2.589 -0.323
N -0.118 -0.952 1.624
C -0.937 0.121 1.048
C -1.816 -0.145 -0.176
C 0.587 -2.133 -0.322
C 1.016 1.276 -0.118
C 0.928 -1.176 0.827
C 0.024 1.482 1.080
C -2.755 0.922 -0.765
C 1.879 0.071 0.380
H -1.649 0.420 1.754
H -0.077 -3.019 -0.170
H 0.722 1.239 -1.214
H 2.084 -1.071 -1.166
H 2.341 0.403 1.344
H 0.098 -1.432 -2.349
H 0.235 -1.003 2.646
H -0.620 2.215 0.728
H -2.921 1.825 0.018
H -1.986 1.161 -1.861
H 1.448 -2.604 -0.748
H 0.321 1.813 2.140
H -2.392 -1.054 0.070
H -3.765 0.290 -1.126
H 1.766 -1.869 1.516
H -1.218 -0.198 -1.097
H 2.160 2.325 -1.812
```

The net charge is 0. As for the orbital gap: 8.27 eV.

Here are the Löwdin charges for atoms 1 to 5, given in e: atom 1 (O): -0.09, atom 2 (O): -0.23, atom 3 (O): -0.22, atom 4 (N): -0.02, atom 5 (C): -0.27

Entry C
C8H17NO3 | ωB97M-V/def2-TZVPD

```
29
Properties=species:S:1:pos:R:3
O -3.240 -0.815 0.572
O 2.655 -2.084 0.219
O 1.540 -0.231 -0.458
N -0.882 1.503 -0.853
C 3.872 -0.027 0.011
C -1.646 0.248 -0.977
C 2.646 -0.904 -0.065
C -2.887 0.391 -0.069
C -3.466 -0.661 1.958
C 0.577 -0.982 -1.210
C 3.599 1.335 0.662
C -0.804 -0.948 -0.557
H -3.854 -1.600 2.341
H -4.192 0.130 2.154
H -3.738 0.761 -0.647
H 4.304 0.084 -0.983
H 4.597 -0.575 0.609
H -1.323 -1.858 -0.854
H 4.510 1.926 0.670
H -0.662 -0.978 0.520
H -2.015 0.110 -1.997
H -2.526 -0.428 2.465
H 0.546 -0.534 -2.205
H -0.393 1.704 -1.716
H 0.894 -2.013 -1.328
H -1.542 2.262 -0.733
H 3.258 1.172 1.681
H -2.656 1.152 0.682
H 2.827 1.860 0.108
```

The net charge is 0. Its SMILES is CCC(=O)OCC[C@H](N)COC. As for the orbital gap: 10.47 eV.

Here are the Löwdin charges for atoms 1 to 5, given in e: atom 1 (O): -0.20, atom 2 (O): 0.10, atom 3 (O): -0.02, atom 4 (N): 0.05, atom 5 (C): -0.15

entry C is preferred energetically. Next in line: 297.9 kJ/mol higher.